# 1
The following is a DFT calculation (the ωB97M-V functional and the def2-TZVPD basis) of a cluster of 5 separate species, C14H38IN2O6 in total at a distorted geometry.

## Properties
DFT total energy = -38497.722 eV
charge = -1
HOMO-LUMO gap = 7.542 eV
E_HOMO = -0.1752 Eh
relative energy (zero: lowest compared OMol25 entry of this formula, charge and spin) = 0.0 kJ/mol
largest force on an atom = 2.76 eV Å⁻¹

The geometry in XYZ format:
```
61
Properties=species:S:1:pos:R:3:forces:R:3:lowdin_charge:R:1
I 1.444 0.549 2.873 0.1 -0.1 0.1 -0.115
C 5.285 -0.860 3.778 0.5 -0.8 -0.4 -0.192
O 4.787 -1.215 2.503 -0.1 0.2 -0.4 -0.182
H 4.960 -1.614 4.503 -0.3 0.5 0.3 0.072
H 6.369 -0.993 3.704 0.0 0.3 0.1 0.065
H 5.051 0.167 4.054 -0.1 -0.1 0.2 0.068
H 3.931 -0.786 2.365 -0.1 0.0 0.2 -0.058
C 0.217 -2.726 5.428 0.7 0.7 -0.6 -0.180
O 1.120 -1.713 5.857 -0.1 -0.3 0.4 -0.188
H -0.568 -2.228 4.856 -0.5 -0.4 0.2 0.067
H 0.722 -3.418 4.747 0.0 -0.1 0.0 0.068
H -0.128 -3.296 6.288 -0.3 0.2 0.0 0.066
H 1.085 -0.995 5.208 0.2 0.0 -0.2 -0.078
C -0.495 4.247 -2.759 0.9 -0.3 -0.3 -0.140
O -1.046 3.513 -1.686 0.7 0.5 -0.9 -0.164
C -0.459 4.016 -0.507 -1.9 -1.1 1.6 -0.236
C -1.336 3.552 0.681 0.3 0.7 -0.8 -0.233
N -1.376 2.102 0.875 -0.9 0.9 1.2 -0.024
C -2.576 1.809 1.688 0.9 -1.0 0.4 -0.212
C -2.985 0.330 1.742 -0.3 0.7 0.6 -0.257
O -3.093 -0.289 0.508 -0.8 0.3 -1.3 -0.169
C -3.984 -1.371 0.492 0.4 -0.5 0.7 -0.126
H -0.909 5.259 -2.824 -0.2 0.0 -0.1 0.081
H -0.539 3.735 -3.719 -0.9 -0.2 0.1 0.076
H 0.595 4.346 -2.656 0.0 0.2 0.4 0.082
H -0.567 5.107 -0.508 0.7 0.1 0.0 0.113
H 0.531 3.605 -0.285 0.3 0.4 -0.6 0.129
H -2.351 3.914 0.501 0.0 -0.1 -0.2 0.103
H -0.986 4.166 1.527 0.1 -0.4 0.4 0.114
H -0.641 1.891 1.549 0.5 -0.4 -0.6 -0.041
H -3.403 2.479 1.455 -0.1 -0.3 -0.5 0.104
H -2.373 1.964 2.761 0.0 0.5 0.0 0.113
H -3.947 0.424 2.274 -0.2 -0.6 -0.1 0.112
H -2.327 -0.261 2.394 0.2 0.2 0.0 0.114
H -3.530 -2.150 1.120 -0.4 -0.3 0.0 0.087
H -4.151 -1.787 -0.499 0.5 0.3 -0.2 0.080
H -4.985 -1.149 0.882 0.1 0.3 0.2 0.078
C 0.582 0.263 -4.995 -0.2 0.5 0.7 -0.118
O 0.536 0.055 -3.590 1.0 -0.2 -1.1 -0.171
C 1.718 -0.573 -3.180 0.7 -0.1 2.1 -0.254
C 1.957 -0.360 -1.644 -0.9 0.0 -1.2 -0.200
N 0.773 -0.346 -0.767 1.2 -1.8 1.1 -0.032
C 0.387 -1.729 -0.331 0.8 0.2 -0.5 -0.210
C -0.103 -2.623 -1.450 -1.8 -0.7 1.3 -0.230
O -1.064 -1.938 -2.253 0.8 -0.5 -0.5 -0.166
C -1.357 -2.648 -3.423 -0.1 0.3 -1.0 -0.134
H -0.284 0.893 -5.191 0.0 -0.1 -0.4 0.087
H 0.574 -0.660 -5.585 -0.2 -0.1 0.1 0.077
H 1.501 0.798 -5.264 0.0 0.1 -0.1 0.079
H 2.661 -0.165 -3.572 -0.3 0.5 -0.7 0.108
H 1.786 -1.634 -3.452 -0.6 -0.2 0.0 0.107
H 2.373 0.641 -1.523 0.2 -0.1 -0.1 0.112
H 2.718 -1.107 -1.372 0.1 0.0 0.2 0.114
H 1.286 -0.179 0.110 -0.8 1.4 0.1 -0.030
H -0.270 -1.673 0.535 -0.7 0.4 -0.4 0.095
H 1.265 -2.198 0.142 0.2 -0.3 -0.4 0.108
H -0.708 -3.427 -0.998 0.3 -0.2 0.4 0.116
H 0.674 -3.215 -1.946 0.3 0.8 -0.7 0.112
H -2.412 -2.538 -3.689 -0.1 -0.1 0.4 0.083
H -1.094 -3.711 -3.424 -0.2 -0.1 0.5 0.082
H -0.841 -2.252 -4.309 0.3 0.3 0.2 0.068
```
Forces are in eV/Å.

# 2
The following is a DFT calculation (the ωB97M-V functional and the def2-TZVPD basis) of a structure of composition C14H38MgO6 at a distorted geometry.

## Properties
DFT total energy = -32864.770 eV
HOMO-LUMO gap = 8.225 eV
E_HOMO = -0.2908 Eh
relative energy (zero: lowest compared OMol25 entry of this formula, charge and spin) = 169.1 kJ/mol
largest force on an atom = 3.78 eV Å⁻¹

The geometry in XYZ format:
```
59
Properties=species:S:1:pos:R:3:forces:R:3:lowdin_charge:R:1
Mg -0.195 0.287 0.608 -0.9 -0.6 -0.3 0.635
C -0.175 -2.414 -2.968 -0.2 -0.5 0.9 -0.064
C -0.682 -1.815 -1.604 0.3 -0.2 -1.0 -0.531
C -0.829 -2.980 -0.594 0.9 0.4 0.1 -0.060
O 0.074 -0.733 -1.132 -0.3 -0.2 0.4 -0.298
H -0.024 -1.742 -3.813 0.0 0.4 0.4 0.060
H -0.922 -3.139 -3.292 -0.2 0.0 -0.1 0.064
H 0.712 -3.028 -2.815 0.4 0.2 0.0 0.067
H -1.692 -1.503 -1.872 -0.5 0.4 0.2 0.105
H -1.080 -2.608 0.399 -0.5 0.0 -0.2 0.051
H 0.155 -3.427 -0.451 0.3 -0.1 -0.1 0.064
H -1.481 -3.797 -0.904 -0.3 0.3 -0.1 0.079
C -3.621 -0.587 0.624 -1.1 0.1 -0.9 -0.077
C -3.153 0.442 1.638 1.0 -0.7 1.1 -0.533
C -4.065 0.409 2.923 0.8 0.0 -0.7 -0.066
O -1.733 0.338 1.853 -1.2 0.2 -0.3 -0.316
H -4.710 -0.565 0.599 -0.3 0.1 -0.1 0.067
H -3.406 -1.655 0.664 0.7 0.1 0.7 0.074
H -3.331 -0.252 -0.372 0.3 -0.1 -0.1 0.050
H -3.462 1.395 1.210 0.4 0.5 -0.4 0.104
H -3.865 -0.480 3.521 -0.1 0.0 0.1 0.069
H -5.109 0.436 2.611 -0.1 -0.4 -0.1 0.059
H -3.980 1.317 3.520 0.6 -0.1 0.2 0.061
C -1.175 2.794 -2.551 -0.9 0.5 -0.9 -0.069
C -1.808 2.153 -1.325 0.7 0.4 -1.7 -0.246
O -0.687 2.029 -0.449 -0.6 -0.4 0.6 -0.122
H -0.795 3.776 -2.267 0.2 0.2 -0.2 0.080
H -1.890 2.936 -3.361 -0.3 0.3 0.1 0.079
H -0.391 2.215 -3.037 0.2 -0.3 0.7 0.080
H -2.263 1.234 -1.696 0.4 -0.4 1.0 0.116
H -2.561 2.792 -0.863 -0.1 -0.1 0.0 0.122
H -0.328 2.918 -0.501 0.6 -0.2 0.5 0.104
C 3.959 0.100 -3.042 -1.0 -0.4 -0.8 -0.069
C 2.481 0.584 -3.175 1.4 -0.1 -0.6 -0.331
O 1.980 0.986 -1.968 -0.1 1.0 1.8 -0.108
H 4.648 0.847 -2.649 -0.2 0.1 -0.1 0.065
H 4.275 -0.273 -4.016 0.3 0.4 -0.2 0.062
H 4.013 -0.800 -2.428 -0.2 0.1 0.4 0.063
H 1.852 -0.219 -3.561 0.1 -0.2 -0.3 0.100
H 2.367 1.462 -3.811 0.5 -0.2 -0.6 0.107
H 1.415 0.268 -1.672 -1.1 -0.7 0.6 0.014
C 0.949 1.983 3.061 1.2 2.9 1.4 -0.065
C 2.205 1.939 2.179 -2.1 -3.1 0.5 -0.187
O 1.572 1.293 1.035 1.7 1.1 -1.2 -0.146
H 1.246 2.487 3.980 -0.1 -0.2 0.5 0.074
H 0.343 1.119 3.332 0.6 -0.4 -0.6 0.079
H 0.291 2.729 2.615 -0.3 -0.2 -0.2 0.084
H 2.936 1.193 2.491 0.2 0.3 0.6 0.105
H 2.748 2.830 1.864 -0.6 0.4 0.4 0.128
H 2.128 1.677 0.352 -0.4 -0.8 -1.5 0.090
C 2.482 -1.774 3.058 0.6 -1.3 -0.5 -0.060
C 1.868 -2.002 1.656 -0.6 0.7 1.0 -0.214
O 0.594 -1.303 1.689 0.6 -0.6 -0.2 -0.156
H 3.561 -1.891 2.954 0.2 0.6 0.3 0.074
H 2.235 -2.565 3.767 -0.4 -0.2 -0.1 0.071
H 2.158 -0.855 3.547 0.3 0.2 -0.5 0.069
H 1.667 -3.045 1.413 0.1 -0.1 0.2 0.112
H 2.473 -1.629 0.830 -0.2 0.4 0.2 0.119
H 0.027 -1.887 2.197 -0.6 0.4 0.1 0.109
```
Forces are in eV/Å.

# 3
The following is a DFT calculation (the ωB97M-V functional and the def2-TZVPD basis) of a cluster of 3 separate species, C14H38N3O5 in total.

## Properties
DFT total energy = -29832.356 eV
charge = +1
HOMO-LUMO gap = 7.539 eV
E_HOMO = -0.3999 Eh
relative energy (zero: lowest compared OMol25 entry of this formula, charge and spin) = 0.0 kJ/mol
largest force on an atom = 0.37 eV Å⁻¹

The geometry in XYZ format:
```
60
Properties=species:S:1:pos:R:3:forces:R:3:lowdin_charge:R:1
C 2.190 -0.597 0.992 0.0 -0.3 -0.2 -0.036
O 1.143 -0.161 1.867 0.2 0.2 0.2 -0.121
C 0.076 0.412 1.263 0.0 0.2 0.1 -0.194
N -0.939 -0.695 0.928 0.1 -0.1 -0.2 0.252
H 1.962 -1.600 0.621 0.2 0.0 0.0 0.077
H 2.303 0.082 0.142 -0.1 0.1 0.1 0.099
H 3.118 -0.602 1.556 -0.1 -0.1 0.1 0.107
H 0.314 0.908 0.319 -0.1 0.0 0.0 0.147
H -0.425 1.097 1.942 -0.1 -0.1 -0.1 0.122
H -1.770 -0.334 0.455 0.0 0.1 0.1 0.171
H -1.207 -1.173 1.790 -0.1 0.0 0.0 0.177
H -0.495 -1.390 0.320 0.0 0.0 0.0 0.154
C 4.731 -6.226 -4.101 0.1 0.0 0.0 -0.111
O 5.114 -4.947 -3.633 -0.2 0.0 0.0 -0.200
C 5.010 -3.911 -4.600 0.1 0.0 -0.1 -0.215
C 4.004 -2.880 -4.144 -0.1 0.0 0.1 -0.214
N 2.661 -3.442 -4.142 0.1 0.0 0.2 -0.045
C 1.644 -2.601 -3.538 0.0 -0.2 -0.1 -0.200
C 1.769 -2.322 -2.046 -0.1 0.2 0.1 -0.257
O 1.578 -3.444 -1.208 0.0 0.0 0.1 -0.205
C 2.743 -4.215 -0.935 0.0 0.0 0.0 -0.082
H 4.915 -6.931 -3.293 0.0 0.0 0.0 0.089
H 3.670 -6.264 -4.375 0.0 0.0 0.0 0.084
H 5.324 -6.526 -4.970 0.0 0.0 0.0 0.091
H 4.723 -4.321 -5.572 0.0 0.0 0.0 0.126
H 5.988 -3.435 -4.704 0.0 0.0 0.0 0.125
H 4.030 -2.023 -4.823 0.0 0.0 0.0 0.126
H 4.325 -2.531 -3.151 0.0 0.1 0.0 0.107
H 2.683 -4.336 -3.666 0.0 0.0 -0.1 0.081
H 0.674 -3.074 -3.707 0.0 0.0 0.0 0.123
H 1.627 -1.641 -4.064 0.0 0.0 0.0 0.123
H 0.961 -1.624 -1.778 0.0 0.1 -0.1 0.101
H 2.716 -1.826 -1.798 0.0 0.0 -0.1 0.106
H 3.639 -3.588 -0.923 0.0 0.0 0.0 0.092
H 2.887 -5.012 -1.666 0.0 0.0 0.0 0.079
H 2.612 -4.669 0.045 0.0 0.0 0.0 0.090
C -2.439 3.233 0.082 0.0 0.0 0.0 -0.108
O -2.213 2.786 1.411 0.2 -0.1 -0.1 -0.236
C -1.464 3.715 2.204 0.1 0.0 0.1 -0.214
C -2.303 4.275 3.327 -0.2 0.0 0.0 -0.218
N -3.348 5.134 2.803 0.0 -0.2 -0.1 -0.049
C -4.295 5.628 3.797 0.0 0.1 -0.1 -0.192
C -5.192 4.611 4.485 0.0 0.0 0.1 -0.222
O -6.122 3.994 3.616 0.0 0.0 -0.1 -0.170
C -5.687 2.817 2.977 -0.1 0.0 0.0 -0.112
H -2.979 2.443 -0.440 0.0 0.0 0.0 0.084
H -3.044 4.141 0.055 0.0 0.0 0.0 0.090
H -1.496 3.429 -0.440 0.0 0.0 0.0 0.089
H -1.086 4.523 1.573 0.0 0.0 0.0 0.128
H -0.604 3.187 2.633 0.0 0.0 0.0 0.111
H -1.652 4.866 3.977 0.0 0.0 0.0 0.131
H -2.687 3.431 3.921 0.1 0.0 0.0 0.112
H -3.858 4.635 2.084 0.0 0.0 0.0 0.077
H -4.939 6.358 3.301 0.0 0.0 0.0 0.123
H -3.735 6.171 4.565 0.0 0.0 0.0 0.122
H -5.783 5.146 5.231 0.0 0.0 0.0 0.126
H -4.617 3.846 5.022 0.0 0.0 0.0 0.111
H -4.989 2.256 3.608 0.0 0.0 0.0 0.085
H -5.205 3.018 2.012 0.0 0.0 0.0 0.070
H -6.565 2.199 2.792 0.0 0.0 0.0 0.090
```
Forces are in eV/Å.

- The lowest DFT total energy belongs to which entry?
  C14H38IN2O6

- Among the records above, which one has the lowest E_HOMO?
  C14H38N3O5

- Among the records above, which one has the highest DFT total energy?
  C14H38N3O5